# 1
A 2-piece molecular cluster, C5H15N2O overall, computed with ωB97M-V with the def2-TZVPD basis set.

Summary:
* spin multiplicity: 2
* frontier orbital gap (alpha / beta): 7.558 / 3.557 eV
* total charge: +2
* electronic energy: -383.46514 Ha

Positions of all 23 atoms, in Å:
C: -1.54 -0.67 -2.91
C: -0.53 -0.66 -1.76
C: 0.75 1.18 -2.43
N: 0.03 0.64 -1.50
H: -1.98 -1.66 -2.97
H: -2.34 0.05 -2.69
H: -1.08 -0.41 -3.89
H: 0.28 -1.38 -1.93
H: -1.07 -0.97 -0.85
H: 1.24 0.58 -3.20
H: 0.92 2.26 -2.36
C: 0.79 -0.23 3.09
O: 0.68 -1.52 3.62
C: 0.20 -0.29 1.66
N: 0.20 1.14 1.13
H: 1.83 0.12 3.04
H: 0.21 0.48 3.72
H: 0.81 -1.47 4.59
H: 0.82 -0.90 0.95
H: -0.82 -0.64 1.65
H: 1.01 1.55 1.49
H: -0.61 1.69 1.52
H: 0.19 1.12 0.03



# 2
C49H74BN7P2PbSSbSe4 as an isolated structure, computed with ωB97M-V with the def2-TZVPD basis set.

Summary:
* frontier orbital gap (alpha / beta): 5.097 / 5.096 eV
* total charge: -1
* electronic energy: -13439.58310 Ha

Positions of all 140 atoms, in Å:
Pb: -0.89 -0.69 0.16
C: -3.90 2.90 0.31
C: -4.32 2.59 1.76
C: -4.32 3.90 2.55
C: -5.73 1.99 1.70
P: -3.12 1.24 2.31
C: -1.66 2.31 2.66
N: -0.43 1.54 2.81
B: -0.08 0.24 2.29
N: 1.13 -0.13 3.01
C: 1.79 -1.42 3.21
P: 1.29 -2.72 2.00
C: 2.77 -2.80 0.86
C: 4.08 -3.34 1.43
C: 3.00 -1.35 0.39
C: 2.36 -3.63 -0.36
C: 1.26 -4.21 3.16
C: 2.41 -4.35 4.16
C: 1.15 -5.49 2.33
C: -0.05 -4.02 3.96
C: 1.47 0.91 3.87
C: 2.54 1.04 4.76
C: 2.66 2.23 5.48
C: 1.74 3.26 5.32
C: 0.67 3.13 4.44
C: 0.54 1.95 3.73
C: -3.58 0.61 4.03
C: -4.23 1.60 4.99
C: -2.32 0.05 4.70
C: -4.53 -0.58 3.78
H: -4.67 3.53 -0.16
H: -3.80 1.99 -0.28
H: -2.95 3.44 0.25
H: -4.99 4.61 2.05
H: -3.33 4.36 2.57
H: -4.67 3.78 3.57
H: -6.40 2.69 1.19
H: -6.15 1.79 2.69
H: -5.74 1.05 1.13
H: -1.83 2.87 3.58
H: -1.56 3.04 1.85
H: 1.53 -1.78 4.21
H: 2.88 -1.28 3.20
H: 4.35 -2.85 2.38
H: 4.89 -3.15 0.72
H: 4.03 -4.41 1.60
H: 3.52 -0.75 1.15
H: 2.07 -0.84 0.13
H: 3.61 -1.37 -0.52
H: 2.12 -4.66 -0.10
H: 3.18 -3.64 -1.09
H: 1.48 -3.20 -0.85
H: 3.35 -4.61 3.67
H: 2.18 -5.17 4.85
H: 2.57 -3.45 4.76
H: 2.11 -5.74 1.87
H: 0.40 -5.40 1.54
H: 0.85 -6.32 2.97
H: 0.07 -3.30 4.77
H: -0.36 -4.98 4.40
H: -0.87 -3.68 3.33
H: 3.26 0.24 4.89
H: 3.49 2.35 6.17
H: 1.86 4.18 5.88
H: -0.04 3.94 4.32
H: -3.59 2.46 5.18
H: -4.40 1.10 5.95
H: -5.20 1.95 4.64
H: -1.61 0.84 4.98
H: -1.80 -0.66 4.05
H: -2.62 -0.47 5.61
H: -5.44 -0.31 3.26
H: -4.81 -1.04 4.74
H: -4.03 -1.35 3.18
N: -4.62 4.70 -8.11
C: -4.30 4.15 -7.16
C: -3.88 3.45 -5.96
C: -2.69 2.72 -5.96
C: -2.29 2.08 -4.80
C: -3.06 2.15 -3.64
C: -4.25 2.87 -3.66
C: -4.66 3.52 -4.81
C: -2.58 1.48 -2.40
C: -3.39 0.52 -1.85
C: -4.67 0.09 -2.35
C: -5.20 -0.75 -1.43
C: -4.23 -0.84 -0.38
N: -3.16 -0.13 -0.62
C: -1.35 2.00 -1.88
C: -0.68 3.17 -2.32
C: 0.42 3.34 -1.49
C: 0.37 2.28 -0.57
N: -0.68 1.49 -0.80
H: -2.10 2.67 -6.86
H: -1.37 1.51 -4.79
H: -4.84 2.93 -2.76
H: -5.59 4.07 -4.83
H: -5.11 0.38 -3.29
H: -6.14 -1.27 -1.45
H: -4.34 -1.41 0.54
H: -0.98 3.80 -3.14
H: 1.15 4.14 -1.51
H: 1.05 2.07 0.25
Se: -6.34 -3.90 1.61
Sb: -4.07 -4.46 2.04
Se: -2.03 -3.40 0.57
Se: -2.84 -4.13 -1.39
Se: -3.63 -6.51 3.16
C: 6.14 0.05 -1.51
C: 5.35 1.23 -0.94
C: 4.94 2.27 -1.98
C: 4.29 1.70 -3.24
N: 3.00 1.09 -2.94
C: 2.51 -0.08 -3.37
S: 1.07 -0.68 -2.79
N: 3.27 -0.78 -4.30
C: 3.53 -0.20 -5.63
C: 4.64 -0.93 -6.37
C: 4.22 -2.21 -7.10
C: 3.88 -3.39 -6.19
H: 6.51 -0.58 -0.71
H: 7.00 0.39 -2.10
H: 5.52 -0.57 -2.16
H: 5.95 1.74 -0.18
H: 4.46 0.86 -0.44
H: 5.82 2.84 -2.31
H: 4.26 2.99 -1.52
H: 4.93 0.94 -3.67
H: 4.17 2.51 -3.97
H: 2.35 1.61 -2.36
H: 2.90 -1.72 -4.36
H: 3.79 0.84 -5.51
H: 2.61 -0.23 -6.22
H: 5.44 -1.15 -5.66
H: 5.06 -0.24 -7.12
H: 5.05 -2.50 -7.76
H: 3.37 -1.99 -7.74
H: 4.67 -3.57 -5.45
H: 3.77 -4.31 -6.78
H: 2.94 -3.25 -5.66



# 3
An isolated ion of composition C4H9FN3 and charge +1, computed with ωB97M-V with the def2-TZVPD basis set.

Summary:
* frontier orbital gap: 9.956 eV
* total charge: +1
* SMILES: C/N=N/[C@@H]1[NH2+]C[C@H]1F
* electronic energy: -421.57677 Ha

Positions of all 17 atoms, in Å:
C: 3.07 -0.64 0.15
N: 1.73 -0.96 -0.23
N: 1.03 0.06 -0.21
C: -0.33 -0.07 -0.58
N: -1.03 1.21 -0.50
C: -2.03 0.72 0.52
C: -1.56 -0.71 0.46
F: -2.46 -1.53 -0.28
H: 3.05 0.53 0.28
H: 3.75 -1.05 -0.66
H: 3.20 -1.22 1.08
H: -0.43 -0.53 -1.52
H: -1.38 1.63 -1.35
H: -0.38 1.90 -0.15
H: -3.06 0.70 0.24
H: -1.76 1.27 1.41
H: -1.43 -1.33 1.33



# 4
C6H6S in the gas phase, computed with ωB97M-V with the def2-TZVPD basis set.

Summary:
* frontier orbital gap (alpha / beta): 7.877 / 6.107 eV
* total charge: 0
* electronic energy: -630.18929 Ha

Positions of all 13 atoms, in Å:
C: 1.07 -1.58 0.74
C: -0.18 -1.21 0.44
C: 2.12 -0.72 0.95
C: 0.42 1.01 -0.63
C: -0.57 0.14 0.12
C: 0.24 1.29 0.74
S: 3.61 -0.21 1.01
H: 1.20 -2.54 1.04
H: -0.85 -1.95 0.47
H: 1.18 0.34 -1.10
H: -0.07 1.77 -1.36
H: -1.57 0.44 0.03
H: -0.17 2.14 1.30



# 5
CH4NO2SSi as an isolated structure, computed with ωB97M-V with the def2-TZVPD basis set.

Summary:
* frontier orbital gap: 7.667 eV
* total charge: -1
* electronic energy: -933.46929 Ha

Positions of all 10 atoms, in Å:
C: 1.13 0.54 -1.50
N: -2.30 -0.40 0.48
O: 2.04 -0.24 -1.16
O: 1.08 1.37 -2.34
Si: -0.08 -0.28 -0.09
S: 0.60 0.76 1.72
H: -1.93 -0.43 1.44
H: -2.69 -1.30 0.25
H: 0.64 -1.60 0.13
H: 1.51 1.58 1.06



# 6
A 4-piece molecular cluster, C33H51NO9S overall, computed with ωB97M-V with the def2-TZVPD basis set.

Summary:
* frontier orbital gap: 8.217 eV
* total charge: 0
* SMILES: CCCCCCCCCc1cccc2c1Sc1ccccc1N2.CCOC(=O)OC.CCOC(=O)OC.CCOC(=O)OC
* electronic energy: -2418.18951 Ha

Positions of all 95 atoms, in Å:
C: -0.66 -4.28 0.30
C: -1.02 -4.76 -1.11
C: -0.42 -3.91 -2.22
C: -0.94 -2.48 -2.16
C: -0.45 -1.59 -3.33
C: 0.48 -0.43 -2.90
C: -0.20 0.95 -2.95
C: -0.23 1.79 -1.65
C: -0.53 1.01 -0.36
C: 0.38 1.25 0.84
C: -0.25 1.43 2.07
C: 0.45 1.64 3.25
C: 1.83 1.68 3.18
C: 2.51 1.50 1.98
C: 1.78 1.29 0.81
S: 2.69 1.07 -0.71
C: 4.15 0.28 -0.09
C: 4.82 -0.64 -0.89
C: 5.98 -1.25 -0.42
C: 6.43 -0.94 0.86
C: 5.75 -0.03 1.66
C: 4.60 0.60 1.19
N: 3.93 1.54 2.01
H: 0.40 -4.04 0.37
H: -0.95 -5.04 1.01
H: -1.21 -3.37 0.54
H: -0.66 -5.79 -1.20
H: -2.11 -4.77 -1.20
H: -0.57 -4.35 -3.20
H: 0.66 -3.88 -2.05
H: -0.58 -2.06 -1.23
H: -2.03 -2.49 -2.12
H: -1.30 -1.21 -3.90
H: 0.08 -2.24 -4.03
H: 1.34 -0.46 -3.56
H: 0.84 -0.68 -1.91
H: -1.21 0.87 -3.36
H: 0.35 1.55 -3.68
H: 0.67 2.39 -1.57
H: -1.04 2.51 -1.78
H: -1.51 1.30 -0.02
H: -0.58 -0.07 -0.53
H: -1.33 1.38 2.09
H: -0.09 1.75 4.17
H: 2.37 1.84 4.10
H: 4.43 -0.84 -1.87
H: 6.51 -1.94 -1.06
H: 7.33 -1.42 1.22
H: 6.10 0.22 2.66
H: 4.22 1.36 2.96
C: 4.86 3.95 -0.10
C: 4.22 5.23 0.37
O: 5.16 6.32 0.42
C: 5.45 6.88 -0.75
O: 4.98 6.58 -1.82
O: 6.34 7.85 -0.53
C: 6.80 8.50 -1.72
H: 5.73 3.71 0.51
H: 4.14 3.13 -0.03
H: 5.20 4.03 -1.14
H: 3.86 5.11 1.39
H: 3.36 5.51 -0.25
H: 5.96 8.87 -2.31
H: 7.40 7.82 -2.32
H: 7.41 9.34 -1.40
C: -4.36 -0.76 7.78
C: -4.69 -0.09 6.46
O: -3.53 0.05 5.63
C: -3.13 -1.06 5.00
O: -3.67 -2.13 5.06
O: -2.04 -0.76 4.30
C: -1.46 -1.89 3.64
H: -3.56 -0.22 8.28
H: -5.24 -0.77 8.43
H: -4.03 -1.78 7.63
H: -5.06 0.92 6.63
H: -5.47 -0.64 5.92
H: -2.20 -2.40 3.02
H: -1.04 -2.58 4.37
H: -0.66 -1.51 3.01
C: -6.73 -3.67 -5.86
C: -6.60 -4.44 -4.56
O: -5.61 -3.87 -3.70
C: -5.99 -2.78 -3.03
O: -7.07 -2.26 -3.08
O: -4.95 -2.36 -2.31
C: -5.19 -1.14 -1.59
H: -5.76 -3.58 -6.34
H: -7.42 -4.17 -6.53
H: -7.11 -2.66 -5.67
H: -6.26 -5.45 -4.76
H: -7.55 -4.51 -4.04
H: -6.09 -1.22 -0.98
H: -5.27 -0.31 -2.28
H: -4.33 -0.99 -0.94